# 1
{
  "formula": "C61H43F6N8O3PS2Sc",
  "method": "ωB97M-V with the def2-TZVPD basis set",
  "elements": ["Sc", "C", "C", "C", "C", "C", "C", "C", "C", "C", "C", "C", "C", "C", "C", "C", "C", "C", "C", "C", "N", "C", "C", "C", "C", "C", "C", "C", "C", "C", "C", "C", "C", "N", "C", "C", "C", "C", "C", "N", "C", "C", "C", "C", "C", "C", "C", "C", "N", "H", "H", "H", "H", "H", "H", "H", "H", "H", "H", "H", "H", "H", "H", "H", "H", "H", "H", "H", "H", "H", "H", "H", "H", "H", "H", "H", "H", "N", "C", "C", "C", "C", "C", "C", "S", "O", "O", "N", "C", "S", "C", "C", "N", "H", "H", "H", "H", "H", "H", "H", "H", "N", "C", "C", "C", "C", "C", "C", "C", "H", "H", "H", "H", "F", "P", "F", "F", "F", "F", "F", "C", "O", "H", "H", "H"],
  "coordinates": [[0.136, 0.456, 0.537], [-5.346, 6.022, 1.669], [-4.227, 6.078, 2.491], [-3.210, 5.141, 2.348], [-3.296, 4.142, 1.382], [-4.421, 4.093, 0.561], [-5.440, 5.027, 0.704], [-2.203, 3.136, 1.232], [-1.244, 3.374, 0.272], [-1.272, 4.490, -0.635], [-0.250, 4.322, -1.502], [0.460, 3.127, -1.094], [1.707, 2.741, -1.605], [2.027, 3.063, -2.997], [0.975, 3.114, -3.941], [1.199, 3.412, -5.274], [2.487, 3.656, -5.741], [3.544, 3.553, -4.847], [3.324, 3.250, -3.510], [2.646, 2.118, -0.682], [2.289, 1.142, 0.204], [3.425, 0.835, 0.936], [3.526, -0.114, 1.995], [4.896, -0.498, 2.432], [5.312, -0.305, 3.751], [6.601, -0.636, 4.152], [7.501, -1.174, 3.243], [7.100, -1.376, 1.928], [5.816, -1.036, 1.528], [2.448, -0.648, 2.669], [2.531, -1.678, 3.684], [1.270, -1.935, 4.090], [0.398, -1.052, 3.344], [1.132, -0.298, 2.467], [-0.958, -0.913, 3.604], [-1.744, 0.127, 3.074], [-2.995, 0.559, 3.614], [-3.303, 1.741, 3.001], [-2.265, 2.006, 2.063], [-1.333, 0.996, 2.100], [-1.595, -1.860, 4.571], [-1.987, -3.123, 4.131], [-2.615, -4.016, 4.990], [-2.847, -3.662, 6.313], [-2.441, -2.414, 6.770], [-1.820, -1.520, 5.904], [4.489, 1.656, 0.514], [3.996, 2.469, -0.494], [-0.149, 2.578, -0.008], [-6.140, 6.752, 1.780], [-4.145, 6.854, 3.243], [-2.335, 5.180, 2.987], [-4.482, 3.308, -0.188], [-6.310, 4.979, 0.059], [-2.007, 5.282, -0.620], [0.044, 4.970, -2.313], [-0.031, 2.872, -3.614], [0.361, 3.434, -5.963], [2.664, 3.899, -6.783], [4.562, 3.700, -5.194], [4.183, 3.147, -2.867], [4.615, 0.133, 4.456], [6.907, -0.462, 5.178], [8.508, -1.428, 3.554], [7.793, -1.803, 1.211], [5.510, -1.187, 0.499], [3.443, -2.150, 4.018], [0.938, -2.631, 4.846], [-3.553, 0.039, 4.378], [-4.168, 2.366, 3.168], [-1.821, -3.406, 3.101], [-2.931, -4.979, 4.606], [-3.344, -4.353, 6.986], [-2.614, -2.134, 7.804], [-1.505, -0.545, 6.262], [5.480, 1.672, 0.940], [4.520, 3.291, -0.956], [-5.821, -4.992, -4.460], [-5.162, -4.515, -3.317], [-5.600, -3.353, -2.682], [-5.013, -2.929, -1.505], [-3.967, -3.654, -0.952], [-3.517, -4.807, -1.579], [-4.104, -5.232, -2.760], [-3.354, -3.227, 0.669], [-4.413, -2.481, 1.290], [-3.011, -4.515, 1.257], [-2.079, -2.270, 0.519], [-0.809, -2.686, 0.432], [-0.220, -4.377, 0.479], [1.417, -3.825, 0.326], [1.447, -2.489, 0.306], [0.228, -1.835, 0.340], [-6.327, -4.289, -4.970], [-5.259, -5.575, -5.054], [-6.412, -2.781, -3.122], [-5.353, -2.033, -1.001], [-2.716, -5.377, -1.127], [-3.754, -6.137, -3.248], [2.248, -4.514, 0.338], [2.346, -1.892, 0.252], [6.685, 0.387, -5.912], [5.748, 0.183, -5.275], [4.578, -0.083, -4.488], [4.683, -0.330, -3.119], [3.556, -0.608, -2.375], [2.303, -0.626, -2.978], [2.189, -0.354, -4.339], [3.318, -0.088, -5.088], [5.655, -0.298, -2.644], [3.628, -0.799, -1.313], [1.216, -0.314, -4.811], [3.231, 0.140, -6.142], [-1.235, 0.326, -1.135], [-2.583, 0.684, -2.140], [-2.972, -0.851, -2.044], [-1.645, 0.335, -3.409], [-3.848, 0.995, -3.085], [-2.074, 2.198, -2.226], [-3.410, 1.010, -0.817], [0.314, -1.861, -2.757], [1.226, -0.902, -2.207], [-0.623, -1.766, -2.227], [0.717, -2.866, -2.603], [0.130, -1.692, -3.814]],
  "spin_multiplicity": 2,
  "homo_lumo_gap_ev": [4.64, 5.43],
  "e_lumo_ev": [3.902, 3.540],
  "total_charge": -2
}


# 2
{
  "formula": "C61H48N9O6PTl",
  "method": "ωB97M-V with the def2-TZVPD basis set",
  "elements": ["Tl", "C", "N", "C", "N", "C", "C", "C", "C", "C", "C", "C", "C", "C", "C", "C", "C", "C", "C", "P", "C", "N", "C", "C", "N", "C", "C", "C", "C", "C", "C", "C", "C", "C", "C", "C", "C", "C", "C", "N", "C", "C", "N", "C", "C", "C", "C", "C", "C", "C", "C", "C", "C", "C", "C", "C", "H", "H", "H", "H", "H", "H", "H", "H", "H", "H", "H", "H", "H", "H", "H", "H", "H", "H", "H", "H", "H", "H", "H", "H", "H", "H", "H", "H", "H", "H", "H", "H", "H", "H", "H", "H", "H", "H", "H", "O", "N", "N", "O", "C", "C", "C", "C", "C", "C", "H", "H", "H", "H", "H", "O", "C", "O", "C", "C", "C", "C", "C", "C", "N", "O", "O", "H", "H", "H", "H"],
  "coordinates": [[0.370, 0.762, -0.095], [-4.962, -0.274, -1.701], [-3.662, 0.377, -1.747], [-2.530, -0.033, -1.129], [-1.568, 0.850, -1.314], [-2.065, 1.876, -2.059], [-3.399, 1.588, -2.336], [-4.424, 2.364, -3.053], [-5.078, 1.835, -4.164], [-6.028, 2.588, -4.839], [-6.337, 3.867, -4.402], [-5.699, 4.393, -3.288], [-4.747, 3.647, -2.615], [-1.415, 3.143, -2.474], [-1.709, 3.569, -3.775], [-1.526, 4.874, -4.188], [-1.084, 5.818, -3.277], [-0.676, 5.403, -2.023], [-0.766, 4.071, -1.643], [-2.372, -1.596, -0.205], [-1.818, -0.920, 1.399], [-0.993, 0.094, 1.650], [-0.935, 0.259, 3.014], [-1.715, -0.731, 3.596], [-2.266, -1.446, 2.563], [-3.124, -2.611, 2.716], [-1.879, -1.138, 5.001], [-0.754, -1.479, 5.750], [-0.898, -1.900, 7.061], [-2.159, -1.983, 7.635], [-3.281, -1.639, 6.897], [-3.143, -1.218, 5.583], [-0.197, 1.311, 3.739], [-0.709, 1.782, 4.953], [-0.002, 2.698, 5.712], [1.224, 3.173, 5.271], [1.714, 2.756, 4.044], [1.009, 1.839, 3.281], [-0.770, -2.113, -0.902], [0.333, -1.372, -0.971], [1.293, -2.133, -1.589], [0.745, -3.367, -1.891], [-0.550, -3.331, -1.447], [-1.533, -4.389, -1.612], [1.354, -4.495, -2.607], [2.028, -4.261, -3.806], [2.646, -5.304, -4.473], [2.604, -6.590, -3.952], [1.933, -6.830, -2.762], [1.309, -5.790, -2.092], [2.671, -1.715, -1.880], [3.721, -2.566, -1.536], [5.023, -2.228, -1.857], [5.283, -1.049, -2.538], [4.241, -0.205, -2.889], [2.935, -0.529, -2.559], [-5.137, -0.689, -0.711], [-5.030, -1.077, -2.435], [-5.729, 0.464, -1.913], [-4.828, 0.841, -4.516], [-6.522, 2.176, -5.709], [-7.080, 4.453, -4.927], [-5.945, 5.389, -2.942], [-4.247, 4.054, -1.744], [-2.111, 2.845, -4.470], [-1.777, 5.162, -5.201], [-1.026, 6.864, -3.543], [-0.285, 6.137, -1.332], [0.107, 4.580, 0.120], [-2.875, -3.114, 3.646], [-2.972, -3.299, 1.889], [-4.175, -2.325, 2.749], [0.228, -1.411, 5.299], [-0.020, -2.167, 7.635], [-2.268, -2.318, 8.658], [-4.267, -1.695, 7.338], [-4.016, -0.923, 5.013], [-1.675, 1.446, 5.300], [-0.416, 3.038, 6.652], [1.785, 3.871, 5.878], [2.660, 3.134, 3.677], [1.425, 1.516, 2.343], [-1.294, -4.955, -2.509], [-2.525, -3.957, -1.713], [-1.530, -5.065, -0.757], [2.063, -3.259, -4.214], [3.168, -5.114, -5.402], [3.099, -7.402, -4.467], [1.903, -7.830, -2.348], [0.809, -5.983, -1.150], [3.509, -3.480, -0.994], [5.834, -2.886, -1.574], [6.304, -0.782, -2.779], [4.450, 0.705, -3.436], [2.124, 0.135, -2.831], [-0.626, 2.801, 0.394], [-0.041, 3.718, -0.411], [1.336, 3.256, -0.723], [1.227, 2.106, -1.456], [2.244, 4.209, -1.230], [2.253, 5.538, -0.809], [3.233, 6.403, -1.272], [4.229, 5.953, -2.123], [4.249, 4.617, -2.497], [3.266, 3.749, -2.060], [1.528, 5.917, -0.101], [3.215, 7.438, -0.958], [4.995, 6.633, -2.470], [5.044, 4.243, -3.129], [3.271, 2.704, -2.326], [4.406, -0.104, 0.934], [3.246, -0.401, 1.120], [2.239, 0.353, 0.784], [2.940, -1.707, 1.844], [1.650, -2.212, 1.947], [1.394, -3.388, 2.624], [2.454, -4.069, 3.203], [3.752, -3.590, 3.110], [3.990, -2.408, 2.430], [2.185, -5.319, 3.917], [3.133, -5.945, 4.344], [1.019, -5.656, 4.044], [0.843, -1.675, 1.486], [0.397, -3.795, 2.715], [4.556, -4.148, 3.569], [4.989, -2.003, 2.342]],
  "homo_lumo_gap_ev": 7.63,
  "e_lumo_ev": -2.314,
  "total_charge": 1
}


Sequential E_tot output: -149997.3983; -103704.5324 eV
Sequential energy relative to the best compared isomer or geometry (same formula, charge and spin) output: 0.0; 36.4 kcal/mol
Sequential max |F| output: 1.3; 1.1 eV/Å